This record from OMol25 describes a molecular structure, C8H12CrO8 at a distorted geometry. The level of theory is ωB97M-V with the def2-TZVPD basis set.

XYZ file:
```
29
Properties=species:S:1:pos:R:3
Cr -0.006 0.169 -0.471
C -4.182 0.004 -0.353
C -2.694 0.179 -0.561
O -2.061 -0.660 -1.262
O -2.111 1.151 -0.029
H -4.558 0.258 0.637
H -4.531 -1.007 -0.576
H -4.670 0.663 -1.081
C 2.474 1.807 2.465
C 1.656 1.302 1.305
O 2.175 0.963 0.213
O 0.411 1.157 1.472
H 3.499 2.061 2.211
H 2.407 1.034 3.234
H 1.946 2.669 2.882
C -0.592 -2.846 2.317
C 0.290 -2.813 1.080
O 0.917 -3.858 0.806
O 0.346 -1.719 0.465
H -0.374 -3.748 2.890
H -1.636 -2.908 1.985
H -0.487 -1.958 2.938
C 2.143 1.369 -3.641
C 1.067 0.859 -2.713
O 0.965 -0.349 -2.406
O 0.335 1.711 -2.120
H 2.982 0.673 -3.594
H 2.503 2.374 -3.419
H 1.786 1.465 -4.673
```

multiplicity = 5
orbital gap (alpha / beta) = 5.61 / 7.87 eV
expectation value of S² = 6.0049
total charge = -2
energy above the lowest of the compared OMol25 structures with the same formula, charge and spin = 10.9 kcal per mole
LUMO energy (alpha / beta) = 5.6 / 5.6 eV

Results of the natural (NBO) charge analysis, in e, for atoms 1 through 2:
1 Cr 1.3913
2 C -0.7092

---

This record from OMol25 describes a molecular structure, C8H12CuF6N2O10 at a distorted geometry. The level of theory is ωB97M-V with the def2-TZVPD basis set.

XYZ file:
```
39
Properties=species:S:1:pos:R:3
Cu -3.337 -8.268 -9.250
C -4.537 -5.950 -7.140
O -5.112 -7.171 -6.706
O -3.784 -6.295 -8.228
C -5.742 -4.878 -7.379
F -5.283 -3.771 -7.997
F -6.877 -5.197 -8.047
F -6.157 -4.337 -6.242
C -6.097 -7.376 -5.624
C -6.512 -8.857 -5.561
H -7.207 -8.942 -6.396
H -5.665 -9.544 -5.561
H -7.008 -9.158 -4.638
H -6.994 -6.759 -5.666
H -5.649 -7.128 -4.661
H -3.901 -5.607 -6.324
C -0.311 -7.674 -9.306
O -0.825 -6.365 -9.066
O -1.261 -8.424 -9.989
C 1.184 -7.794 -9.811
F 1.995 -7.781 -8.727
F 1.528 -8.887 -10.448
F 1.749 -6.885 -10.644
C -1.012 -5.566 -10.205
C -1.278 -4.144 -9.600
H -0.276 -3.813 -9.329
H -1.748 -3.494 -10.338
H -1.915 -4.196 -8.717
H -1.857 -5.883 -10.815
H -0.219 -5.508 -10.951
H -0.319 -8.091 -8.299
N -4.366 -7.747 -12.197
O -4.103 -8.645 -11.470
O -5.529 -7.648 -12.550
O -3.582 -6.978 -12.684
N -4.033 -10.540 -7.674
O -3.152 -9.728 -7.457
O -4.646 -10.226 -8.675
O -4.405 -11.492 -6.984
```

multiplicity = 3
orbital gap (alpha / beta) = 7.88 / 3.49 eV
expectation value of S² = 2.0151
total charge = -1
LUMO energy (alpha / beta) = 2.4 / -1.8 eV

Results of the natural (NBO) charge analysis, in e, for atoms 1 through 2:
1 Cu 1.3143
2 C 0.2430

---

This record from OMol25 describes a gas-phase ion, C8H12FN2O (charge +1) at a distorted geometry. The level of theory is ωB97M-V with the def2-TZVPD basis set.

XYZ file:
```
24
Properties=species:S:1:pos:R:3
C -4.469 0.089 0.164
C -3.685 1.204 0.214
C -3.910 -1.211 0.033
C -2.280 1.161 0.110
C -2.601 -1.392 -0.071
C 3.354 -1.521 0.288
C 0.636 0.911 -0.097
C 2.003 0.293 -0.388
N -1.618 0.046 -0.038
N -0.336 -0.146 -0.265
O 2.113 -0.856 0.421
F -1.823 -2.422 -0.176
H -5.542 0.174 0.232
H -4.135 2.177 0.332
H -4.551 -2.083 0.011
H -1.714 2.083 0.147
H 3.328 -2.359 0.980
H 4.184 -0.858 0.545
H 3.492 -1.890 -0.733
H 0.616 1.295 0.930
H 0.433 1.724 -0.799
H 2.798 1.015 -0.160
H 2.076 0.019 -1.453
H 0.039 -1.070 -0.049
```

orbital gap = 8.74 eV
total charge = +1
energy above the lowest of the compared OMol25 structures with the same formula, charge and spin = 8.9 kcal per mole
LUMO energy = -4.3 eV

Results of the natural (NBO) charge analysis, in e, for atoms 1 through 2:
1 C -0.1282
2 C -0.2218

---

This record from OMol25 describes a molecular structure, C8H12GaN2P at a distorted geometry. The level of theory is ωB97M-V with the def2-TZVPD basis set.

XYZ file:
```
24
Properties=species:S:1:pos:R:3
C 1.450 0.327 -2.203
C 1.212 -0.917 -2.858
C -0.148 -0.922 -3.260
C -0.691 0.384 -3.085
C 0.261 1.138 -2.337
Ga 0.651 1.112 1.238
P 2.370 1.905 2.620
H 2.364 0.632 -1.702
H 1.935 -1.721 -2.987
H -0.652 -1.740 -3.763
H 0.134 2.147 -1.942
H -1.665 0.741 -3.413
H 2.499 3.347 2.626
H 3.629 1.449 2.080
H 2.356 1.452 3.997
N -1.792 -1.997 1.541
C -2.591 -1.060 2.212
C -2.027 0.151 2.010
N -0.874 -0.045 1.228
C -0.749 -1.362 0.979
H -1.913 -3.006 1.555
H -3.457 -1.330 2.791
H -2.314 1.143 2.295
H 0.013 -1.829 0.377
```

orbital gap (alpha / beta) = 4.35 / 4.61 eV
LUMO energy (alpha / beta) = -0.8 / -0.7 eV

Results of the natural (NBO) charge analysis, in e, for atoms 1 through 2:
1 C -0.3550
2 C -0.3705

---

This record from OMol25 describes a molecular structure, C8H12HgO5 at a distorted geometry. The level of theory is ωB97M-V with the def2-TZVPD basis set.

XYZ file:
```
26
Properties=species:S:1:pos:R:3
O 3.033 0.333 0.636
C 2.769 0.198 -0.731
O 1.757 0.826 -1.301
O 3.723 -0.093 -1.434
Hg 6.536 -0.074 -1.131
C 2.466 -2.451 1.838
C 1.409 -2.303 1.003
H 2.426 -2.052 2.854
H 3.306 -3.090 1.552
H 1.379 -2.805 0.033
H 0.531 -1.746 1.339
C 0.710 1.379 -0.573
C -0.550 1.108 -0.892
C -1.694 1.649 -0.086
C -2.693 0.619 0.389
O -3.508 0.151 -0.775
C -4.714 0.388 -0.869
O -5.453 -0.048 -1.780
H 1.013 2.129 0.163
H -0.761 0.478 -1.760
H 3.900 0.190 1.039
H -2.231 2.419 -0.660
H -1.318 2.143 0.822
H -3.397 1.031 1.118
H -2.236 -0.301 0.763
H -6.403 -0.078 -1.558
```

multiplicity = 3
orbital gap (alpha / beta) = 8.23 / 4.12 eV
expectation value of S² = 2.0046
total charge = +2
energy above the lowest of the compared OMol25 structures with the same formula, charge and spin = 21.4 kcal per mole
LUMO energy (alpha / beta) = -6.6 / -10.7 eV

Results of the natural (NBO) charge analysis, in e, for atoms 1 through 2:
1 O -0.7158
2 C 1.0387